# 1
A cluster of 13 separate species, C56H128F18N7O25S6 in total in a non-equilibrium geometry, computed with ωB97M-V/def2-TZVPD.

```
! wB97M-V def2-TZVPD RIJCOSX def2/J DEFGRID3
* xyz 1 1
C 5.35 -2.72 -4.58
N 4.01 -2.16 -4.52
C 3.68 -2.02 -3.04
C 3.98 -0.84 -5.12
C 3.03 -3.03 -5.26
C 2.38 -4.13 -4.45
O 3.35 -5.19 -4.19
H 6.00 -2.01 -4.11
H 5.81 -2.78 -5.54
H 5.31 -3.75 -4.18
H 4.40 -1.23 -2.67
H 3.73 -3.02 -2.60
H 2.60 -1.65 -2.98
H 2.94 -0.54 -5.19
H 4.49 -0.92 -6.07
H 4.56 -0.16 -4.47
H 3.51 -3.42 -6.14
H 2.20 -2.37 -5.61
H 1.65 -4.47 -5.11
H 1.87 -3.77 -3.59
H 3.23 -5.61 -3.34
C -5.67 -0.31 -0.65
N -5.66 -0.99 -2.00
C -6.27 -0.18 -3.09
C -4.19 -1.05 -2.39
C -6.25 -2.37 -1.88
C -5.59 -3.26 -0.79
O -4.47 -3.93 -1.27
H -4.86 -0.68 -0.05
H -6.61 -0.59 -0.18
H -5.58 0.81 -0.74
H -6.15 -0.67 -4.06
H -5.72 0.78 -3.26
H -7.26 0.10 -2.88
H -4.05 -1.56 -3.29
H -3.58 -1.48 -1.59
H -3.88 0.05 -2.50
H -6.15 -2.80 -2.94
H -7.32 -2.23 -1.73
H -6.34 -4.01 -0.59
H -5.41 -2.69 0.14
H -3.75 -3.79 -0.66
C -5.42 2.73 3.79
C -4.22 3.16 4.63
N -3.15 3.90 3.84
C -2.59 3.08 2.74
C -3.68 5.20 3.16
C -4.39 6.24 4.04
C -2.13 4.28 4.91
C -0.91 5.14 4.45
O -1.30 6.49 4.51
C -0.24 7.27 4.01
H -5.25 2.08 2.93
H -5.97 3.52 3.37
H -6.10 2.23 4.44
H -3.64 2.31 4.99
H -4.60 3.74 5.45
H -1.56 3.39 2.66
H -3.17 3.34 1.90
H -2.62 2.00 3.06
H -4.42 4.90 2.41
H -2.76 5.61 2.73
H -4.80 5.69 4.92
H -5.23 6.65 3.58
H -3.68 7.02 4.40
H -1.80 3.24 5.21
H -2.66 4.78 5.67
H -0.77 4.85 3.41
H -0.04 4.85 5.09
H 0.66 7.14 4.74
H -0.52 8.34 4.03
H 0.00 6.96 3.00
C 4.27 -4.46 2.86
C 3.17 -3.33 2.76
N 1.91 -3.44 3.72
C 1.04 -2.31 3.41
C 1.14 -4.70 3.52
C -0.15 -4.94 4.35
C 2.39 -3.35 5.19
C 3.14 -2.17 5.64
O 4.45 -2.11 5.18
C 5.05 -0.91 5.62
H 3.94 -5.52 3.07
H 4.93 -4.18 3.71
H 4.81 -4.54 1.89
H 2.71 -3.29 1.77
H 3.51 -2.37 3.06
H 0.36 -2.61 2.64
H 1.68 -1.49 3.07
H 0.48 -1.98 4.29
H 1.84 -5.56 3.63
H 0.87 -4.62 2.46
H -0.74 -4.06 4.20
H -0.06 -5.03 5.47
H -0.58 -5.85 3.91
H 2.87 -4.35 5.29
H 1.48 -3.37 5.79
H 2.97 -2.21 6.76
H 2.62 -1.26 5.31
H 4.35 -0.08 5.36
H 6.05 -0.93 5.21
H 5.01 -0.92 6.71
C -1.42 0.96 0.34
C -0.13 1.39 1.00
N 1.25 1.10 0.38
C 1.46 1.81 -0.95
C 2.19 1.71 1.43
C 1.94 3.14 1.73
C 1.33 -0.38 0.19
C 2.80 -0.84 -0.05
O 3.53 -0.63 1.11
C 4.88 -0.60 0.75
H -2.29 1.34 0.87
H -1.56 -0.06 0.10
H -1.41 1.57 -0.58
H -0.03 1.02 2.01
H -0.20 2.48 1.05
H 0.78 1.39 -1.64
H 2.48 1.58 -1.35
H 1.33 2.85 -0.80
H 3.19 1.55 1.05
H 2.16 1.02 2.28
H 1.51 3.37 2.68
H 1.52 3.72 0.94
H 2.92 3.60 1.83
H 0.71 -0.64 -0.66
H 0.90 -0.83 1.11
H 3.35 -0.27 -0.85
H 2.81 -1.92 -0.34
H 5.16 -1.56 0.21
H 5.63 -0.65 1.56
H 5.16 0.20 0.07
C 3.34 6.65 -2.26
C 1.82 6.97 -2.18
N 0.94 6.43 -3.24
C 1.69 6.40 -4.54
C 0.59 4.98 -2.95
C -0.12 4.22 -4.05
C -0.20 7.33 -3.55
C -1.16 7.73 -2.40
O -0.51 8.77 -1.68
C -1.23 9.41 -0.67
H 3.55 5.57 -2.32
H 3.90 7.02 -1.38
H 3.73 7.05 -3.16
H 1.76 8.05 -2.28
H 1.43 6.73 -1.24
H 2.44 5.60 -4.46
H 2.10 7.35 -4.65
H 0.96 6.09 -5.32
H -0.03 4.98 -2.07
H 1.48 4.47 -2.70
H -0.50 3.37 -3.49
H 0.54 3.91 -4.84
H -0.98 4.72 -4.42
H -0.82 6.63 -4.20
H 0.22 8.18 -4.12
H -1.38 6.87 -1.78
H -2.09 8.09 -2.82
H -0.88 10.44 -0.48
H -1.20 8.85 0.29
H -2.33 9.55 -0.88
C -2.19 -8.89 -0.52
C -2.56 -7.66 -1.35
N -1.40 -6.86 -1.85
C -0.33 -7.78 -2.40
C -1.98 -5.95 -2.93
C -1.02 -4.97 -3.40
C -0.73 -6.19 -0.71
C -1.54 -5.31 0.23
O -1.90 -4.10 -0.40
C -0.82 -3.11 -0.35
H -1.81 -9.66 -1.11
H -3.08 -9.34 -0.01
H -1.45 -8.63 0.19
H -3.09 -6.97 -0.72
H -3.15 -7.95 -2.21
H 0.30 -8.17 -1.61
H 0.36 -7.19 -3.03
H -0.78 -8.53 -3.05
H -2.76 -5.48 -2.37
H -2.30 -6.62 -3.72
H -0.99 -4.13 -2.75
H -1.19 -4.65 -4.39
H -0.04 -5.37 -3.45
H 0.04 -5.56 -1.17
H -0.20 -6.93 -0.12
H -0.79 -5.07 1.05
H -2.41 -5.76 0.70
H -0.52 -2.88 0.66
H -1.39 -2.29 -0.82
H -0.01 -3.44 -1.05
C 1.48 1.66 6.95
F 0.54 1.68 7.91
F 2.00 2.88 6.86
F 2.47 0.91 7.44
S 0.79 1.07 5.36
O 1.99 0.82 4.51
O 0.06 -0.14 5.77
O 0.00 2.18 4.89
C -1.08 -0.98 -5.28
F -1.65 -2.23 -5.16
F -0.34 -0.95 -6.36
F -2.15 -0.22 -5.57
S -0.25 -0.56 -3.64
O 0.54 0.60 -4.00
O -1.37 -0.27 -2.75
O 0.42 -1.80 -3.35
C -4.00 4.49 -2.76
F -3.61 4.27 -4.03
F -3.78 5.77 -2.50
F -5.33 4.23 -2.78
S -3.27 3.39 -1.52
O -3.94 3.82 -0.29
O -3.56 2.05 -1.93
O -1.85 3.76 -1.58
C 6.01 3.58 -2.28
F 5.57 4.07 -1.16
F 6.08 4.56 -3.09
F 7.16 2.94 -2.00
S 4.85 2.28 -2.97
O 5.41 1.78 -4.17
O 4.79 1.30 -1.93
O 3.62 3.08 -3.13
C 3.69 -7.07 -0.76
F 4.27 -7.22 -1.97
F 2.58 -7.87 -0.71
F 4.53 -7.50 0.17
S 3.04 -5.35 -0.44
O 2.27 -5.16 -1.64
O 2.23 -5.48 0.82
O 4.20 -4.56 -0.27
C -3.50 -1.04 3.89
F -3.95 0.25 3.65
F -2.56 -0.89 4.85
F -4.62 -1.66 4.44
S -2.81 -1.98 2.39
O -1.62 -1.25 2.02
O -2.52 -3.29 2.87
O -3.93 -1.85 1.50
*
```

Calculated values
- HOMO level: -10.9524 eV
- Electronic energy: -235681.7852 eV
- Max |F|: 4.3 eV/A
- LUMO energy: -1.35 eV
- Kohn-Sham gap: 9.60 eV


# 2
A cluster of 8 separate species, C56H131N7O3 in total in a non-equilibrium geometry, computed with ωB97M-V/def2-TZVPD.

```
! wB97M-V def2-TZVPD RIJCOSX def2/J DEFGRID3
* xyz 6 1
C 0.35 -0.37 0.28
O 1.39 -1.07 0.84
H -0.68 -0.67 0.58
H 0.41 0.69 0.59
H 0.32 -0.39 -0.83
C -8.37 -7.17 1.24
C -7.23 -6.86 0.26
C -6.10 -5.95 0.68
N -4.90 -6.60 1.38
C -3.71 -6.57 0.46
C -3.12 -5.16 0.25
C -2.81 -4.46 1.55
C -4.03 -4.52 2.46
C -4.55 -5.91 2.67
C -5.13 -8.04 1.68
H -7.94 -7.14 2.25
H -8.85 -8.13 1.07
H -9.06 -6.34 1.29
H -7.62 -6.43 -0.67
H -6.87 -7.80 -0.19
H -6.45 -5.17 1.36
H -5.72 -5.44 -0.20
H -3.88 -7.03 -0.50
H -2.91 -7.01 1.05
H -3.84 -4.54 -0.31
H -2.27 -5.18 -0.44
H -2.48 -3.43 1.43
H -2.00 -4.98 2.08
H -4.73 -3.76 2.10
H -3.83 -4.11 3.45
H -5.41 -6.04 3.32
H -3.78 -6.54 3.11
H -6.02 -8.16 2.29
H -4.28 -8.37 2.29
H -5.15 -8.70 0.82
C -5.32 5.86 -10.13
C -4.79 6.29 -8.76
C -5.58 5.74 -7.58
N -5.04 6.09 -6.22
C -6.17 5.85 -5.23
C -5.79 6.01 -3.78
C -4.66 5.03 -3.48
C -3.47 5.21 -4.39
C -3.88 5.18 -5.86
C -4.57 7.51 -6.13
H -4.55 6.11 -10.86
H -6.25 6.40 -10.31
H -5.33 4.77 -10.28
H -4.59 7.36 -8.81
H -3.77 5.89 -8.67
H -5.55 4.65 -7.63
H -6.62 6.02 -7.73
H -6.54 4.83 -5.37
H -6.92 6.54 -5.61
H -6.63 5.86 -3.10
H -5.51 7.05 -3.59
H -5.11 4.04 -3.61
H -4.39 5.06 -2.42
H -2.62 4.57 -4.19
H -3.03 6.21 -4.22
H -4.25 4.19 -6.15
H -3.06 5.35 -6.56
H -3.95 7.62 -5.24
H -5.43 8.16 -6.24
H -3.83 7.64 -6.91
C 0.67 1.34 4.33
C 0.75 0.02 5.08
C -0.48 -0.84 4.81
N -0.34 -2.31 5.12
C 0.08 -2.64 6.53
C 0.29 -4.13 6.74
C 1.34 -4.65 5.76
C 0.83 -4.43 4.35
C 0.64 -2.94 4.14
C -1.72 -2.88 4.80
H 0.90 1.23 3.27
H 1.48 1.95 4.73
H -0.23 1.92 4.53
H 0.82 0.23 6.15
H 1.63 -0.55 4.78
H -0.80 -0.77 3.78
H -1.26 -0.50 5.49
H 1.05 -2.13 6.58
H -0.62 -2.16 7.21
H 0.61 -4.23 7.78
H -0.64 -4.66 6.57
H 2.28 -4.12 5.94
H 1.64 -5.67 5.98
H 1.58 -4.84 3.67
H -0.11 -4.95 4.14
H 1.58 -2.43 4.33
H 0.33 -2.72 3.12
H -2.27 -2.33 5.57
H -1.81 -3.94 4.95
H -2.10 -2.60 3.82
C -2.80 6.03 1.27
C -1.54 5.73 0.48
C -0.89 7.04 0.08
N 0.30 7.02 -0.83
C 0.52 8.40 -1.41
C 1.57 8.52 -2.51
C 1.43 7.42 -3.54
C 1.22 6.03 -2.95
C 0.06 6.04 -2.00
C 1.52 6.64 -0.04
H -2.57 6.40 2.27
H -3.32 5.09 1.47
H -3.51 6.63 0.70
H -1.77 5.16 -0.42
H -0.84 5.11 1.04
H -0.62 7.57 1.00
H -1.59 7.65 -0.48
H -0.43 8.89 -1.64
H 0.85 9.01 -0.57
H 1.64 9.48 -3.02
H 2.51 8.48 -1.94
H 0.62 7.65 -4.23
H 2.34 7.35 -4.15
H 1.05 5.38 -3.81
H 2.13 5.59 -2.53
H -0.90 6.34 -2.40
H 0.01 5.12 -1.43
H 1.56 7.36 0.77
H 2.42 6.55 -0.64
H 1.38 5.62 0.33
C 3.23 -7.98 -0.36
C 2.33 -6.75 -0.49
C 2.97 -5.77 -1.43
N 2.13 -4.55 -1.80
C 3.04 -3.44 -2.22
C 2.42 -2.21 -2.82
C 1.35 -2.52 -3.88
C 0.47 -3.73 -3.52
C 1.29 -4.89 -3.03
C 1.24 -4.08 -0.70
H 3.47 -8.37 -1.35
H 2.72 -8.80 0.14
H 4.17 -7.80 0.16
H 2.25 -6.35 0.53
H 1.33 -7.03 -0.84
H 3.13 -6.22 -2.41
H 3.95 -5.42 -1.11
H 3.87 -3.82 -2.84
H 3.69 -3.29 -1.35
H 3.15 -1.52 -3.22
H 1.84 -1.72 -2.03
H 1.78 -2.64 -4.88
H 0.70 -1.66 -4.08
H 0.03 -3.98 -4.49
H -0.25 -3.40 -2.78
H 2.05 -5.09 -3.80
H 0.76 -5.82 -2.81
H 0.64 -3.25 -1.03
H 1.84 -3.62 0.09
H 0.66 -4.92 -0.35
C 6.45 4.08 1.98
N 5.11 3.44 1.79
C 4.76 2.73 3.06
C 4.11 4.55 1.61
C 5.28 2.39 0.67
C 4.06 1.58 0.32
O 3.44 0.91 1.40
H 7.26 3.38 2.16
H 6.48 4.71 2.87
H 6.62 4.65 1.07
H 3.73 2.40 3.06
H 4.91 3.43 3.88
H 5.38 1.84 3.15
H 4.08 5.08 2.56
H 3.11 4.09 1.55
H 4.31 5.12 0.72
H 6.06 1.75 1.08
H 5.67 3.02 -0.13
H 4.30 0.82 -0.44
H 3.34 2.20 -0.26
H 2.75 0.28 1.08
C 6.22 -1.19 3.63
N 6.54 -2.27 2.66
C 6.68 -1.68 1.29
C 7.90 -2.82 3.02
C 5.55 -3.39 2.71
C 4.31 -3.24 1.88
O 3.51 -2.13 2.31
H 6.70 -0.29 3.27
H 6.61 -1.41 4.61
H 5.13 -1.09 3.63
H 7.00 -2.37 0.51
H 7.52 -0.99 1.38
H 5.73 -1.18 1.12
H 7.80 -3.54 3.83
H 8.51 -2.02 3.43
H 8.36 -3.28 2.15
H 5.39 -3.61 3.77
H 6.06 -4.30 2.36
H 3.70 -4.15 1.87
H 4.56 -3.09 0.82
H 2.75 -2.10 1.70
*
```

Calculated values
- HOMO level: -18.1312 eV
- Electronic energy: -76709.7554 eV
- Max |F|: 2.8 eV/A
- LUMO energy: -10.21 eV
- Kohn-Sham gap: 7.92 eV